1.
65
Properties=species:S:1:pos:R:3:nbo_charge:R:1 method="wB97M-V/def2-TZVPD" relative_energy_kcal_mol=27.8 charge=+2 max_force_ev_per_a=9.162 gap_ev="5.4 / 4.6" multiplicity=6 s2=8.7660 e_homo_ev="-11.4 / -15.0" lumo_energy_ha="-0.220 / -0.384"
P 2.71 -0.29 -1.79 1.186
P 0.73 -1.41 0.07 0.708
C 3.25 -1.83 -0.90 -0.728
C 1.93 -2.57 -0.90 -0.649
H 3.62 -1.52 0.11 0.258
H 4.06 -2.33 -1.43 0.254
H 1.50 -2.75 -1.89 0.230
H 1.92 -3.52 -0.36 0.233
C 1.39 -2.05 1.70 -0.905
H 0.48 -2.26 2.26 0.227
H 2.02 -1.41 2.31 0.254
H 1.86 -2.99 1.47 0.242
C -0.45 -2.93 0.14 -0.932
H 0.10 -3.84 0.40 0.248
H -0.99 -3.13 -0.77 0.211
H -1.17 -2.81 0.95 0.243
C 4.34 0.26 -2.30 -0.992
H 4.64 1.11 -1.70 0.275
H 4.32 0.52 -3.37 0.269
H 5.04 -0.56 -2.11 0.272
C 1.70 -0.76 -3.32 -0.964
H 0.87 -1.46 -3.10 0.243
H 2.38 -1.19 -4.07 0.261
H 1.25 0.14 -3.75 0.259
Ir 1.31 0.48 -0.51 0.514
C -3.07 -2.48 2.74 -0.163
C -2.07 -1.62 2.55 -0.198
C -2.20 -0.40 1.67 -0.417
C -3.01 -0.50 0.30 -0.517
C -3.19 -1.80 -0.44 0.097
C -4.03 -2.82 -0.23 0.110
C -4.88 -3.06 1.00 -0.497
C -4.47 -2.28 2.24 -0.461
C 1.48 1.99 -2.02 -0.797
H -2.93 -3.45 3.23 0.229
H -1.13 -1.80 3.07 0.227
H -1.19 -0.08 1.39 0.223
H -2.66 0.42 2.24 0.263
H -3.97 0.00 0.50 0.276
H -2.50 0.16 -0.43 0.251
H -2.50 -1.89 -1.30 0.231
H -4.10 -3.61 -1.00 0.244
H -4.82 -4.15 1.18 0.278
H -5.95 -2.91 0.77 0.315
H -4.64 -1.21 2.06 0.214
H -5.13 -2.62 3.05 0.266
H 0.44 2.13 -2.31 0.232
H 2.14 1.67 -2.83 0.195
H 1.97 2.83 -1.51 0.246
C 2.67 3.73 0.53 -1.113
Si 0.80 3.98 0.37 1.595
C 0.12 4.88 1.88 -1.109
C 0.52 5.22 -1.04 -1.103
C 0.12 2.15 0.20 -1.005
H 3.29 4.27 -0.19 0.256
H 2.83 2.66 0.38 0.197
H 2.96 3.99 1.55 0.262
H 0.78 5.73 2.08 0.265
H -0.89 5.27 1.69 0.251
H 0.08 4.26 2.78 0.243
H 0.82 4.88 -2.04 0.237
H -0.55 5.45 -1.06 0.243
H 1.07 6.14 -0.82 0.266
H -0.29 1.84 1.18 0.239
H -0.70 2.12 -0.56 0.212


2.
64
Properties=species:S:1:pos:R:3:nbo_charge:R:1 method="wB97M-V/def2-TZVPD" relative_energy_kcal_mol=3.1 charge=0 max_force_ev_per_a=0.707 gap_ev=9.5 smiles="CCOC(=O)CCC(=O)N1CCOCCN(C(=O)CCC(=O)OCC)CCOCC1" e_homo_ev=-8.7 lumo_energy_ha=0.030
C -5.58 -0.25 -2.15 -0.640
C -5.84 -0.50 -0.67 -0.080
O -5.38 0.62 0.08 -0.506
C -4.29 0.47 0.82 0.814
O -3.74 -0.58 1.05 -0.622
C -3.79 1.80 1.33 -0.493
C -3.01 2.48 0.19 -0.487
C -2.22 1.46 -0.63 0.691
O -2.63 1.14 -1.74 -0.657
N -1.10 0.93 -0.12 -0.432
C -0.49 1.24 1.15 -0.251
C -0.68 0.10 2.18 -0.080
O 0.12 -1.03 1.96 -0.560
C 1.48 -0.91 2.33 -0.077
C 2.23 -2.15 1.85 -0.233
N 2.30 -2.22 0.40 -0.441
C 3.08 -1.30 -0.21 0.709
O 3.76 -0.52 0.44 -0.661
C 3.04 -1.22 -1.73 -0.514
C 3.77 0.04 -2.18 -0.486
C 3.41 1.22 -1.29 0.846
O 2.30 1.47 -0.88 -0.654
O 4.48 1.99 -1.08 -0.509
C 4.33 3.09 -0.19 -0.078
C 4.75 2.68 1.22 -0.633
C 1.61 -3.31 -0.25 -0.228
C 0.08 -3.16 -0.31 -0.091
O -0.33 -2.43 -1.44 -0.553
C -1.19 -1.33 -1.19 -0.076
C -0.39 -0.04 -0.95 -0.249
H -4.53 -0.01 -2.30 0.251
H -5.83 -1.14 -2.72 0.210
H -6.18 0.58 -2.51 0.206
H -5.32 -1.40 -0.33 0.207
H -6.91 -0.59 -0.46 0.183
H -4.63 2.43 1.62 0.237
H -3.15 1.63 2.20 0.219
H -2.37 3.27 0.57 0.222
H -3.72 2.92 -0.51 0.245
H 0.58 1.41 0.97 0.232
H -0.92 2.15 1.56 0.206
H -1.70 -0.27 2.13 0.227
H -0.48 0.50 3.19 0.163
H 1.57 -0.83 3.43 0.171
H 1.94 -0.02 1.89 0.197
H 3.25 -2.11 2.25 0.224
H 1.73 -3.05 2.22 0.208
H 3.52 -2.10 -2.16 0.234
H 2.00 -1.20 -2.05 0.250
H 4.85 -0.09 -2.12 0.233
H 3.49 0.29 -3.20 0.236
H 3.29 3.42 -0.20 0.200
H 4.98 3.88 -0.58 0.185
H 4.20 1.78 1.50 0.232
H 4.53 3.47 1.92 0.209
H 5.81 2.45 1.25 0.210
H 1.85 -4.23 0.29 0.197
H 1.98 -3.42 -1.27 0.221
H -0.35 -4.17 -0.38 0.172
H -0.27 -2.69 0.61 0.213
H -1.81 -1.22 -2.09 0.205
H -1.84 -1.52 -0.34 0.186
H 0.54 -0.28 -0.45 0.223
H -0.15 0.44 -1.91 0.216


3.
8
Properties=species:S:1:pos:R:3:nbo_charge:R:1 method="wB97M-V/def2-TZVPD" relative_energy_kcal_mol=114.8 charge=0 max_force_ev_per_a=3.342 gap_ev="10.1 / 10.1" smiles="O=[NH+][O-].C#[N+][O-]" e_homo_ev="-10.7 / -10.7" lumo_energy_ha="-0.021 / -0.021"
O 1.97 0.53 0.44 -0.324
N 1.33 -0.43 0.22 0.393
O 1.53 -1.36 -0.54 -0.397
H 0.56 -0.58 0.91 0.332
C -0.99 -0.08 -0.15 -0.146
N -1.57 0.93 -0.23 0.213
O -1.81 2.11 -0.11 -0.348
H -1.01 -1.12 -0.54 0.278


4.
18
Properties=species:S:1:pos:R:3:nbo_charge:R:1 method="wB97M-V/def2-TZVPD" relative_energy_kcal_mol=80.6 charge=0 max_force_ev_per_a=4.622 gap_ev=8.9 e_homo_ev=-8.3 lumo_energy_ha=0.020
C 0.59 0.14 -1.73 -0.304
C 0.73 1.17 -2.64 0.123
C -0.66 1.92 -1.19 0.080
C -0.31 0.65 -0.77 -0.179
C 1.65 -1.33 1.12 -0.450
C 0.99 -0.23 1.38 -0.101
C -0.82 0.07 0.40 -0.344
O 0.15 2.26 -2.20 -0.384
S -2.81 -1.38 -1.41 -0.145
S -1.66 -1.54 0.29 0.097
H 1.11 -0.75 -1.54 0.232
H 1.29 1.31 -3.52 0.198
H -1.24 2.62 -0.76 0.191
H 2.77 -1.38 1.37 0.212
H 1.35 -2.13 0.53 0.210
H 1.09 0.48 2.16 0.200
H -1.37 0.77 1.05 0.220
H -3.48 -0.13 -0.92 0.144


5.
14
Properties=species:S:1:pos:R:3:nbo_charge:R:1 method="wB97M-V/def2-TZVPD" relative_energy_kcal_mol=83.4 charge=0 max_force_ev_per_a=0.445 gap_ev=10.7 smiles="C[C@H]1[C@H](C=O)N1O" e_homo_ev=-9.8 lumo_energy_ha=0.033
C 1.71 0.11 -0.98 -0.617
C 0.59 0.03 0.03 -0.071
C -0.85 0.16 -0.34 -0.221
C -1.68 0.98 0.59 0.415
O -2.28 1.96 0.22 -0.517
N -0.26 -1.13 0.04 -0.118
O -0.60 -1.51 1.37 -0.595
H 1.47 -0.50 -1.86 0.224
H 1.86 1.15 -1.30 0.222
H 2.64 -0.26 -0.54 0.219
H 0.82 0.41 1.03 0.213
H -1.15 0.23 -1.38 0.228
H -1.68 0.67 1.66 0.134
H -0.61 -2.47 1.30 0.483


6.
67
Properties=species:S:1:pos:R:3:nbo_charge:R:1 method="wB97M-V/def2-TZVPD" relative_energy_kcal_mol=151.6 charge=+2 max_force_ev_per_a=6.534 gap_ev="5.4 / 5.4" multiplicity=3 s2=2.2602 e_homo_ev="-13.5 / -13.6" lumo_energy_ha="-0.298 / -0.302"
P -1.47 4.02 0.27 0.893
P -4.44 2.39 -2.07 1.561
C -2.66 4.41 -1.12 -0.710
C -4.11 3.82 -1.00 -0.774
H -2.14 4.09 -2.03 0.219
H -2.78 5.51 -1.17 0.270
H -4.42 3.53 0.01 0.280
H -4.84 4.59 -1.29 0.291
C -4.18 3.15 -3.69 -0.981
H -3.79 2.46 -4.44 0.278
H -3.49 3.99 -3.62 0.256
H -5.12 3.57 -4.07 0.289
C -6.24 2.06 -2.07 -0.977
H -6.71 2.39 -3.01 0.278
H -6.76 2.60 -1.27 0.269
H -6.48 0.99 -1.95 0.278
C -0.20 5.30 0.06 -0.976
H 0.58 5.06 0.79 0.277
H -0.65 6.28 0.30 0.302
H 0.15 5.25 -0.98 0.255
C -2.62 5.08 1.40 -0.847
H -3.68 4.77 1.40 0.245
H -2.64 6.13 1.04 0.247
H -2.31 5.10 2.45 0.264
W 0.30 2.48 -0.48 1.349
C -3.81 -0.66 -1.40 -0.058
C -3.61 0.68 -1.90 -0.542
C -2.15 1.20 -1.24 -0.470
C -2.25 1.10 0.29 -0.486
C -3.57 1.43 1.07 -0.237
C -4.80 0.98 0.74 -0.152
C -4.96 -0.47 1.02 -0.445
C -4.11 -1.23 -0.09 -0.484
C 1.46 2.39 1.38 -0.918
H -3.99 -1.47 -2.15 0.237
H -3.27 0.50 -2.94 0.272
H -1.93 2.18 -1.73 0.179
H -1.43 0.49 -1.67 0.295
H -1.95 0.09 0.55 0.275
H -1.41 1.68 0.76 0.216
H -3.36 1.93 2.08 0.245
H -5.67 1.63 0.53 0.203
H -5.98 -0.84 1.07 0.253
H -4.46 -0.63 2.00 0.230
H -3.11 -1.42 0.38 0.249
H -4.62 -2.22 -0.29 0.262
H 1.17 1.48 1.97 0.245
H 1.18 3.37 1.84 0.196
H 2.57 2.38 1.25 0.260
O 4.06 -4.56 0.00 -0.349
N 4.31 -3.50 -0.61 0.488
O 5.32 -3.39 -1.33 -0.316
C 3.34 -2.45 -0.45 0.024
C 2.08 -2.84 0.03 -0.099
C 0.98 -2.01 -0.19 -0.019
C 1.12 -0.61 -0.49 0.440
O 0.17 0.28 -0.43 -0.737
C 2.47 -0.22 -0.72 -0.034
C 3.55 -1.12 -0.85 -0.102
N 2.59 1.20 -0.59 0.389
O 3.61 1.61 0.07 -0.263
O 2.08 1.95 -1.58 -0.481
N -0.41 -2.51 -0.05 0.507
O -0.77 -2.90 1.08 -0.320
O -1.10 -2.34 -1.08 -0.368
H 1.93 -3.84 0.44 0.297
H 4.49 -0.81 -1.28 0.284


7.
141
Properties=species:S:1:pos:R:3:mulliken_charge:R:1 method="wB97M-V/def2-TZVPD" relative_energy_kcal_mol=0.0 charge=0 max_force_ev_per_a=1.289 gap_ev=8.3 smiles=COC[C@H](C)N.COC[C@H](C)N.COC[C@H](C)N.COC[C@H](C)N.COC[C@H](C)N.OCCO.OCCO.OCCO.OCCO.OCCO.CO e_homo_ev=-8.4 lumo_energy_ha=-0.001
C 6.69 1.46 1.29 -0.596
O 6.40 0.11 1.57 -0.403
C 5.08 -0.29 1.28 -0.196
C 4.97 -1.76 1.66 0.338
C 3.55 -2.29 1.45 -1.081
N 5.31 -1.96 3.10 -0.866
H 6.56 1.69 0.22 0.168
H 7.72 1.63 1.60 0.352
H 6.04 2.14 1.85 0.264
H 4.35 0.31 1.86 -0.010
H 4.87 -0.12 0.21 0.322
H 5.70 -2.33 1.08 0.388
H 3.49 -3.36 1.64 0.402
H 3.18 -2.05 0.45 0.138
H 2.88 -1.85 2.19 0.125
H 6.18 -1.44 3.24 0.360
H 4.67 -1.36 3.62 0.278
C -4.58 -1.02 -1.20 0.144
O -4.66 -1.86 -2.34 -0.469
C -3.82 -1.40 -3.37 0.016
C -4.23 -2.06 -4.66 0.510
C -4.04 -3.56 -4.65 -1.262
N -3.60 -1.40 -5.80 -0.670
H -5.07 -1.54 -0.37 0.319
H -5.08 -0.06 -1.40 0.382
H -3.54 -0.83 -0.93 -0.013
H -3.91 -0.31 -3.49 0.418
H -2.77 -1.63 -3.14 -0.311
H -5.32 -1.90 -4.75 0.175
H -4.28 -4.01 -5.61 0.422
H -4.64 -4.04 -3.87 0.354
H -2.99 -3.83 -4.47 0.108
H -2.63 -1.18 -5.58 0.228
H -3.59 -2.03 -6.59 0.275
C 1.38 0.44 -1.29 0.040
O 0.47 -0.23 -0.46 1.143
C -0.01 0.59 0.57 -0.960
C -0.86 -0.22 1.51 1.399
C -2.10 -0.75 0.79 -0.548
N -1.27 0.62 2.65 0.728
H 0.89 1.31 -1.76 0.141
H 1.76 -0.25 -2.03 -0.358
H 2.22 0.84 -0.69 -0.204
H 0.85 0.99 1.15 -0.019
H -0.55 1.46 0.18 -0.414
H -0.25 -1.07 1.83 -0.539
H -1.89 -1.06 -0.23 -0.999
H -2.86 0.03 0.76 0.523
H -2.55 -1.60 1.31 -0.092
H -0.49 1.21 2.94 -0.038
H -1.40 -0.03 3.43 -0.279
C 2.99 3.16 1.14 0.057
O 4.17 3.72 0.59 -0.440
C 4.23 3.63 -0.79 -0.463
C 5.50 4.28 -1.32 0.732
C 5.46 5.79 -1.21 -1.521
N 5.56 3.91 -2.76 -0.734
H 2.13 3.40 0.50 0.276
H 2.79 3.59 2.12 0.311
H 3.13 2.07 1.17 -0.337
H 4.22 2.58 -1.15 -0.004
H 3.38 4.11 -1.29 0.396
H 6.38 3.88 -0.81 0.144
H 5.14 6.12 -0.22 0.316
H 4.74 6.20 -1.92 0.389
H 6.45 6.22 -1.38 0.414
H 5.92 2.96 -2.83 0.239
H 6.28 4.48 -3.20 0.284
C -1.24 -0.69 6.30 -0.882
O -1.64 -1.40 5.13 -0.120
C -1.99 -2.73 5.39 -1.048
C -2.33 -3.38 4.05 0.760
C -2.88 -4.79 4.22 -1.716
N -1.11 -3.47 3.19 -0.491
H -0.94 0.31 5.98 0.185
H -0.38 -1.18 6.77 0.322
H -2.07 -0.61 7.01 0.326
H -1.19 -3.31 5.87 0.390
H -2.91 -2.77 6.00 0.442
H -3.06 -2.75 3.54 0.020
H -2.18 -5.45 4.74 0.396
H -3.07 -5.22 3.24 0.399
H -3.81 -4.79 4.78 0.420
H -0.54 -2.65 3.35 0.119
H -0.54 -4.24 3.54 0.278
O -0.32 -4.48 -2.41 -0.717
C 0.05 -3.33 -1.63 0.397
C 0.28 -3.70 -0.20 0.267
O -0.99 -4.02 0.38 -0.590
H -1.12 -4.85 -2.03 0.348
H 0.93 -2.85 -2.06 0.042
H -0.78 -2.61 -1.66 -0.198
H 0.74 -2.85 0.31 -0.261
H 0.93 -4.59 -0.13 0.517
H -1.00 -3.76 1.32 0.331
O -0.72 2.07 -5.37 -0.585
C -1.29 1.25 -4.34 -0.336
C -0.44 0.02 -4.17 0.685
O -0.66 -0.84 -5.27 -0.742
H -1.40 2.70 -5.62 0.362
H -1.30 1.79 -3.39 -0.151
H -2.30 0.96 -4.63 0.535
H -0.75 -0.44 -3.21 -0.398
H 0.61 0.30 -4.09 0.355
H -0.26 -1.72 -5.12 0.315
O 0.20 -3.53 -4.95 -0.620
C 1.56 -3.74 -5.23 -0.458
C 2.37 -2.47 -5.32 -0.576
O 2.49 -1.88 -4.03 -0.434
H 0.04 -3.79 -4.03 0.210
H 2.03 -4.38 -4.46 0.316
H 1.72 -4.29 -6.17 0.376
H 1.89 -1.79 -6.03 0.376
H 3.35 -2.75 -5.73 0.416
H 2.81 -0.98 -4.15 0.238
O 0.50 2.97 3.53 -0.420
C -0.01 4.27 3.18 -0.658
C -0.81 4.20 1.90 1.603
O -1.23 5.51 1.55 -0.630
H 0.97 3.06 4.37 0.211
H -0.65 4.58 4.02 0.446
H 0.80 5.00 3.09 0.356
H -1.67 3.55 2.01 -0.967
H -0.18 3.85 1.09 -0.296
H -2.02 5.72 2.07 0.386
O -5.40 1.16 2.91 -0.562
C -4.46 1.49 3.92 0.056
C -3.64 2.65 3.41 0.374
O -4.34 3.89 3.49 -0.643
H -5.90 0.38 3.18 0.292
H -4.96 1.79 4.85 0.424
H -3.78 0.65 4.12 -0.202
H -3.37 2.45 2.37 -0.412
H -2.73 2.72 4.01 0.264
H -5.06 3.86 2.85 0.379
C -2.88 3.02 -0.83 -0.037
O -4.23 2.93 -1.33 -0.612
H -2.64 2.12 -0.26 -0.256
H -2.26 3.16 -1.71 0.301
H -2.78 3.93 -0.23 0.265
H -4.79 2.54 -0.66 0.327


8.
82
Properties=species:S:1:pos:R:3:mulliken_charge:R:1 method="wB97M-V/def2-TZVPD" relative_energy_kcal_mol=0.0 charge=+2 max_force_ev_per_a=7.822 gap_ev="5.0 / 4.8" multiplicity=3 s2=2.4918 e_homo_ev="-12.9 / -12.7" lumo_energy_ha="-0.289 / -0.291"
W -0.30 -0.66 0.78 -0.219
C -0.79 -0.26 2.85 0.368
C -1.65 -1.28 2.33 0.819
C 0.55 -2.01 2.13 0.669
C 0.57 -0.69 2.72 0.004
C -0.83 -2.37 1.90 0.631
C -1.23 0.92 3.64 -0.215
H -2.25 1.24 3.40 0.401
H -0.57 1.79 3.46 -0.624
H -1.18 0.70 4.71 0.367
C 1.77 0.05 3.21 -0.957
H 1.83 1.07 2.80 0.013
H 2.69 -0.48 2.94 0.378
H 1.75 0.17 4.30 0.330
C 1.74 -2.86 1.84 -1.471
H 1.98 -3.55 2.65 0.334
H 2.62 -2.23 1.67 0.440
H 1.60 -3.46 0.93 0.362
C -1.32 -3.68 1.37 -1.228
H -1.43 -4.42 2.18 0.309
H -0.63 -4.09 0.63 0.331
H -2.30 -3.57 0.89 0.354
C -3.15 -1.24 2.37 -1.569
H -3.49 -1.65 3.33 0.384
H -3.60 -1.82 1.56 0.358
H -3.53 -0.21 2.29 0.398
C 0.28 1.47 0.01 -0.621
C -1.00 1.85 0.43 -0.572
C -2.28 1.66 -0.27 -0.803
C -2.40 0.56 -1.36 -0.356
C -1.93 -0.80 -1.00 -0.398
C -0.70 -1.37 -1.40 -0.359
C 0.60 -0.60 -1.54 -0.442
C 0.56 0.93 -1.37 -0.482
H -2.62 2.61 -0.74 0.669
H -1.97 0.89 -2.32 -0.676
H -3.02 1.43 0.51 0.333
H -0.16 1.36 -2.06 -0.239
H 1.12 1.81 0.63 0.576
H -1.03 2.47 1.32 0.324
H 1.55 1.32 -1.66 0.793
H 1.38 -1.03 -0.88 0.501
H -0.64 -2.45 -1.57 0.736
H 0.99 -0.82 -2.55 -0.460
H -3.48 0.48 -1.55 0.739
H -2.70 -1.51 -0.68 0.652
P 0.32 0.64 -4.31 0.972
P 1.12 -2.41 -4.53 0.641
C 0.57 -0.07 -6.01 -0.855
C 1.55 -1.23 -5.95 -1.088
H 0.94 0.73 -6.66 0.507
H -0.42 -0.38 -6.37 0.438
H 1.57 -1.79 -6.89 0.584
H 2.57 -0.88 -5.74 0.454
C 2.40 -3.64 -5.05 -1.262
H 2.28 -4.55 -4.45 0.392
H 3.40 -3.22 -4.87 0.378
H 2.31 -3.89 -6.11 0.396
C -0.31 -3.21 -5.37 -1.330
H -0.11 -3.38 -6.44 0.444
H -1.20 -2.59 -5.26 0.338
H -0.50 -4.18 -4.89 0.422
C 1.69 1.86 -4.33 -1.448
H 1.63 2.48 -3.43 0.312
H 1.59 2.49 -5.22 0.523
H 2.66 1.34 -4.34 0.349
C -1.09 1.75 -4.68 -1.550
H -1.89 1.15 -5.13 0.372
H -0.76 2.54 -5.37 0.460
H -1.45 2.20 -3.75 0.442
Te 1.01 3.86 3.33 0.270
C 0.91 3.65 5.39 0.207
C 2.02 3.15 6.14 -0.370
C 1.90 3.03 7.52 -0.533
C 0.71 3.42 8.17 -0.390
C -0.38 3.91 7.43 -0.547
C -0.28 4.04 6.04 -0.393
H 2.92 2.89 5.59 0.435
H 2.73 2.64 8.12 0.368
H 0.63 3.35 9.26 0.397
H -1.30 4.19 7.94 0.383
H -1.09 4.43 5.42 0.396